# 1
{
  "formula": "C49H89FN14P",
  "method": "ωB97M-V/def2-TZVPD",
  "species": ["P", "F", "N", "N", "N", "N", "N", "N", "N", "N", "N", "N", "N", "N", "N", "N", "C", "C", "C", "C", "C", "C", "C", "C", "C", "C", "C", "C", "C", "C", "C", "C", "C", "C", "C", "C", "C", "C", "C", "C", "C", "C", "C", "C", "C", "C", "C", "C", "C", "C", "C", "C", "C", "C", "C", "C", "C", "C", "C", "C", "C", "C", "C", "C", "C", "H", "H", "H", "H", "H", "H", "H", "H", "H", "H", "H", "H", "H", "H", "H", "H", "H", "H", "H", "H", "H", "H", "H", "H", "H", "H", "H", "H", "H", "H", "H", "H", "H", "H", "H", "H", "H", "H", "H", "H", "H", "H", "H", "H", "H", "H", "H", "H", "H", "H", "H", "H", "H", "H", "H", "H", "H", "H", "H", "H", "H", "H", "H", "H", "H", "H", "H", "H", "H", "H", "H", "H", "H", "H", "H", "H", "H", "H", "H", "H", "H", "H", "H", "H", "H", "H", "H", "H", "H"],
  "positions_angstrom": [[7.907, -2.180, -3.292], [10.894, -4.442, -5.157], [-9.035, -1.242, -2.044], [-8.249, 5.446, 0.252], [-5.153, 0.900, 4.232], [-7.027, 5.740, 7.008], [2.230, -0.650, -2.886], [-3.690, -5.206, 3.383], [17.168, -0.783, -10.820], [4.251, -4.547, 5.674], [-0.462, 4.855, -0.561], [-11.902, 1.797, 1.772], [0.074, -2.120, 5.060], [-2.679, 7.540, 3.658], [13.895, -5.496, -9.753], [-4.992, -3.052, 0.610], [-5.302, -2.465, -0.340], [-8.295, 6.434, -2.161], [-10.062, -0.996, -1.572], [-5.066, -0.210, 3.910], [-8.818, 0.265, 2.167], [-5.066, -1.571, 3.399], [-4.430, 2.580, 0.637], [-0.739, 1.456, 0.826], [-5.170, 2.095, -0.599], [-10.737, 3.967, 2.653], [-11.351, -0.694, -0.974], [4.124, -4.916, 6.762], [1.211, -1.964, 5.210], [3.236, -0.218, -3.262], [0.335, 1.117, 1.865], [-3.444, 6.712, 3.926], [9.447, -2.973, -6.322], [-6.707, 2.116, -0.522], [12.222, -5.907, -7.794], [0.975, -0.246, 1.657], [-11.422, 2.784, 2.166], [-6.496, 6.739, 7.245], [-2.021, 2.008, 1.438], [-0.437, 6.217, 1.666], [-0.497, 5.462, 0.424], [-2.755, -4.794, 2.839], [3.956, -5.393, 8.124], [16.618, -1.798, -10.886], [3.932, -1.664, 0.910], [-7.350, 1.825, 0.837], [-8.266, 5.889, -0.815], [-7.767, 0.360, 1.040], [9.961, -3.333, -4.943], [-1.559, -4.271, 2.204], [4.544, 0.226, -3.713], [2.639, -1.767, 5.377], [15.926, -3.073, -10.972], [4.908, -2.401, -1.299], [-5.704, -1.748, -1.537], [13.148, -5.670, -8.886], [6.379, -2.500, -0.878], [-4.359, 5.672, 4.359], [-2.918, 2.701, 0.405], [3.264, -0.350, 0.519], [1.747, -0.386, 0.334], [3.883, -2.704, -0.209], [8.897, -3.727, -3.970], [-5.815, 7.990, 7.530], [7.238, -3.281, -1.859], [-10.669, 3.936, 3.737], [8.214, -4.425, -4.469], [-1.426, -3.229, 2.497], [0.223, -1.039, 1.744], [-8.889, 7.345, -2.177], [-6.911, -0.264, 1.318], [-9.730, 4.010, 2.244], [10.579, -2.530, -4.521], [8.599, -2.292, -6.235], [-8.893, 1.210, 2.706], [-0.972, 0.580, 0.213], [15.970, -3.597, -10.020], [-5.637, -2.222, 4.057], [3.471, 0.390, 1.307], [9.375, -4.223, -3.121], [-4.051, -1.953, 3.323], [-1.749, 2.735, 2.216], [4.062, -3.708, 0.198], [7.164, -1.001, -2.767], [-4.115, 4.726, 3.881], [4.578, 0.229, -4.800], [4.744, -3.099, -2.129], [4.138, -6.465, 8.163], [12.401, -5.211, -6.975], [-7.282, 6.661, -2.487], [-4.639, 1.942, 1.500], [-4.960, -1.891, -2.318], [-6.508, 8.821, 7.410], [-0.351, 2.231, 0.155], [-0.688, -4.835, 2.531], [3.446, -2.063, 1.814], [2.942, -5.191, 8.463], [2.898, -0.735, 5.141], [-4.789, 1.110, -0.898], [-8.217, -0.023, 0.119], [-2.660, 2.335, -0.597], [1.457, -1.321, -0.156], [8.427, -1.305, -4.363], [-7.080, 3.074, -0.895], [-11.282, 4.859, 2.349], [-2.577, 1.215, 1.956], [-5.439, 7.980, 8.551], [0.588, 6.207, 2.035], [1.113, 1.887, 1.876], [-1.089, 5.780, 2.418], [-12.047, -0.356, -1.739], [4.976, -1.482, 1.191], [4.696, -1.412, -1.718], [-4.834, 3.575, 0.862], [8.115, -3.673, -1.332], [12.342, -6.925, -7.429], [11.199, -5.770, -8.138], [-4.980, 8.122, 6.843], [5.310, -0.457, -3.336], [-0.128, 1.121, 2.861], [-4.885, 2.762, -1.424], [-2.649, 3.762, 0.410], [16.391, -3.691, -11.737], [6.438, -2.957, 0.120], [-11.752, -1.584, -0.493], [4.743, 1.230, -3.343], [6.816, -1.495, -0.780], [6.692, -4.142, -2.261], [-0.746, 7.245, 1.491], [-8.276, 2.413, 0.882], [4.661, -4.888, 8.782], [-1.645, -4.334, 1.121], [-7.086, 1.353, -1.214], [-11.239, 0.089, -0.223], [-6.751, 2.151, 1.688], [-8.733, 5.707, -2.841], [3.187, -2.437, 4.719], [2.922, -1.981, 6.405], [9.106, -1.830, -2.458], [6.746, -2.540, -4.172], [14.881, -2.917, -11.229], [1.681, -0.417, 2.480], [-5.384, 5.945, 4.105], [1.466, 0.394, -0.382], [-4.283, 5.546, 5.438], [-5.794, -0.687, -1.315], [-6.670, -2.114, -1.883], [10.219, -2.478, -6.921], [2.890, -2.734, -0.669], [3.742, 0.045, -0.385], [9.146, -3.889, -6.843], [-9.805, 0.034, 1.762], [-8.577, -0.503, 2.906], [-5.519, -1.576, 2.412]],
  "lowdin_charge": [0.352, -0.130, 0.148, 0.148, 0.122, 0.134, 0.154, 0.119, 0.110, 0.148, 0.149, 0.133, 0.127, 0.129, 0.121, 0.147, -0.247, -0.067, -0.262, -0.278, -0.097, -0.078, -0.215, -0.221, -0.209, -0.069, -0.061, -0.265, -0.282, -0.280, -0.214, -0.274, -0.085, -0.196, -0.066, -0.219, -0.268, -0.293, -0.216, -0.079, -0.272, -0.304, -0.071, -0.291, -0.209, -0.216, -0.269, -0.233, -0.453, -0.075, -0.068, -0.088, -0.097, -0.231, -0.063, -0.269, -0.305, -0.063, -0.209, -0.214, -0.217, -0.211, -0.353, -0.070, -0.405, 0.087, 0.074, 0.061, 0.100, 0.083, 0.080, 0.054, 0.123, 0.053, 0.058, 0.120, 0.063, 0.089, 0.107, 0.065, 0.069, 0.104, 0.110, -0.068, 0.081, 0.085, 0.110, 0.083, 0.073, 0.087, 0.083, 0.089, 0.083, 0.091, 0.082, 0.099, 0.084, 0.083, 0.094, 0.064, 0.110, 0.091, -0.062, 0.080, 0.082, 0.104, 0.084, 0.085, 0.112, 0.051, 0.084, 0.105, 0.051, 0.112, 0.054, 0.086, 0.085, 0.077, 0.026, 0.103, 0.112, 0.077, 0.081, 0.095, 0.088, 0.086, 0.084, 0.066, 0.073, 0.086, 0.082, 0.081, 0.092, 0.047, 0.097, 0.085, 0.052, 0.069, -0.023, -0.035, 0.077, 0.087, 0.085, 0.096, 0.076, 0.046, 0.051, 0.069, 0.092, 0.095, 0.071, 0.037, 0.066, 0.024],
  "total_energy_ev": -85118.94521,
  "total_charge": -1
}

=====

# 2
{
  "formula": "C49H95BClN6O16Tl",
  "method": "ωB97M-V/def2-TZVPD",
  "species": ["Tl", "Cl", "O", "O", "O", "O", "O", "O", "O", "O", "O", "O", "O", "O", "O", "O", "O", "O", "N", "N", "N", "N", "N", "N", "C", "C", "C", "C", "C", "C", "C", "C", "C", "C", "C", "C", "C", "C", "C", "C", "C", "C", "C", "C", "C", "C", "C", "C", "C", "C", "C", "C", "C", "C", "C", "C", "C", "C", "C", "C", "C", "C", "C", "C", "C", "C", "C", "C", "C", "C", "C", "C", "C", "B", "H", "H", "H", "H", "H", "H", "H", "H", "H", "H", "H", "H", "H", "H", "H", "H", "H", "H", "H", "H", "H", "H", "H", "H", "H", "H", "H", "H", "H", "H", "H", "H", "H", "H", "H", "H", "H", "H", "H", "H", "H", "H", "H", "H", "H", "H", "H", "H", "H", "H", "H", "H", "H", "H", "H", "H", "H", "H", "H", "H", "H", "H", "H", "H", "H", "H", "H", "H", "H", "H", "H", "H", "H", "H", "H", "H", "H", "H", "H", "H", "H", "H", "H", "H", "H", "H", "H", "H", "H", "H", "H", "H", "H", "H", "H"],
  "positions_angstrom": [[-12.593, 7.076, -22.561], [-11.455, 10.187, -23.334], [-13.329, 8.887, -27.485], [-13.395, 7.196, -19.511], [-16.761, 9.829, -24.083], [-10.043, 6.054, -21.439], [-9.407, 12.196, -21.386], [-14.293, 9.573, -21.646], [-18.682, 9.860, -22.546], [-16.405, 10.460, -21.810], [-13.541, 11.871, -25.587], [-9.072, 4.164, -21.500], [-17.803, 11.888, -23.320], [-14.674, 8.736, -24.288], [-20.815, 10.423, -22.344], [-10.952, 4.478, -22.413], [-11.829, 7.309, -25.444], [-19.780, 13.050, -23.386], [-13.919, 9.181, -28.667], [-12.154, 6.869, -19.072], [-8.450, 12.716, -22.187], [-13.552, 13.226, -25.801], [-11.179, 6.051, -25.404], [-10.018, 4.864, -21.764], [-13.689, 16.005, -26.455], [-13.738, 9.372, -31.283], [-14.142, 15.404, -25.095], [-7.111, 12.131, -22.017], [-12.107, 5.544, -18.266], [-10.149, 14.429, -23.065], [-15.990, 9.372, -30.237], [-11.189, 3.703, -26.123], [-15.838, 7.541, -28.407], [-15.161, 8.727, -31.274], [-11.918, 8.905, -17.503], [-6.624, 12.108, -20.560], [-15.421, 8.965, -28.789], [-15.347, 9.858, -22.239], [-15.564, 9.430, -23.692], [-13.015, 5.672, -17.053], [-6.032, 12.788, -22.965], [-15.968, 13.698, -25.702], [-7.586, 14.727, -23.291], [-11.353, 8.018, -18.650], [-11.943, 4.976, -26.052], [-19.627, 10.673, -22.622], [-11.469, 12.852, -27.153], [-19.131, 12.022, -23.250], [-8.685, 14.917, -20.978], [-8.708, 14.159, -22.383], [-11.878, 10.063, -29.727], [-13.267, 4.787, -25.250], [-13.013, 9.101, -29.841], [-12.582, 4.324, -19.140], [-10.646, 5.173, -17.750], [-9.310, 6.953, -26.944], [-12.507, 15.062, -27.036], [-11.110, 8.870, -19.891], [-12.846, 13.530, -27.062], [-9.944, 6.427, -17.104], [-7.075, 10.616, -22.465], [-14.583, 13.551, -23.553], [-13.694, 13.270, -28.334], [-16.091, 9.885, -27.754], [-12.281, 7.805, -30.011], [-9.106, 7.052, -24.467], [-9.744, 3.854, -26.549], [-14.632, 13.929, -25.087], [-9.082, 4.771, -25.582], [-9.878, 7.571, -18.193], [-9.728, 6.178, -25.616], [-6.163, 14.342, -22.999], [-12.479, 5.351, -27.442], [-17.441, 10.529, -22.951], [-11.355, 3.046, -25.270], [-10.225, 8.509, -20.415], [-9.299, 2.859, -26.512], [-11.552, 11.774, -27.017], [-14.025, 5.873, -17.411], [-14.975, 12.550, -23.374], [-13.004, 6.992, -30.077], [-9.387, 14.567, -20.221], [-8.949, 15.974, -21.031], [-12.857, 9.364, -17.814], [-13.111, 6.238, -27.471], [-8.246, 7.181, -26.994], [-11.536, 3.154, -26.999], [-15.582, 9.111, -32.203], [-13.100, 4.608, -27.943], [-12.049, 9.106, -20.392], [-4.985, 12.575, -22.750], [-9.540, 8.033, -24.277], [-10.914, 9.926, -19.703], [-6.308, 13.105, -20.255], [-9.772, 7.938, -26.881], [-11.841, 7.475, -26.389], [-13.177, 13.579, -29.243], [-13.655, 4.371, -19.327], [-10.032, 14.287, -24.139], [-11.010, 13.044, -28.122], [-15.376, 6.703, -28.928], [-5.777, 11.438, -20.410], [-15.414, 7.297, -27.433], [-16.133, 14.076, -26.711], [-10.152, 11.944, -21.937], [-13.026, 4.703, -16.555], [-7.868, 14.596, -24.336], [-14.457, 16.056, -27.227], [-15.629, 10.872, -27.744], [-14.003, 4.258, -25.855], [-7.528, 15.791, -23.063], [-15.308, 14.201, -23.064], [-10.000, 4.884, -18.578], [-13.005, 11.792, -24.794], [-7.362, 10.508, -23.511], [-11.446, 9.868, -17.308], [-5.897, 14.817, -22.055], [-11.623, 15.273, -26.435], [-10.477, 6.767, -16.215], [-9.359, 7.127, -19.043], [-11.582, 5.445, -28.053], [-7.757, 10.018, -21.861], [-12.448, 3.321, -18.734], [-10.549, 15.407, -22.794], [-13.911, 12.212, -28.482], [-8.908, 6.228, -16.832], [-11.111, 9.648, -29.073], [-11.977, 4.286, -20.046], [-7.721, 14.814, -20.480], [-10.834, 13.661, -22.706], [-13.348, 15.701, -24.410], [-6.320, 12.451, -23.960], [-12.703, 6.392, -16.296], [-12.214, 15.529, -27.976], [-16.901, 7.375, -28.583], [-15.001, 16.016, -24.818], [-16.757, 14.090, -25.061], [-17.020, 9.023, -30.308], [-11.425, 7.683, -30.675], [-12.118, 11.048, -29.327], [-13.202, 4.187, -24.342], [-13.765, 10.410, -31.614], [-6.118, 10.098, -22.394], [-15.278, 7.656, -31.107], [-11.783, 7.595, -29.064], [-9.216, 4.321, -24.599], [-14.641, 13.810, -28.313], [-11.313, 10.214, -30.647], [-10.857, 13.215, -26.327], [-7.334, 11.709, -19.836], [-8.003, 4.809, -25.728], [-10.730, 4.328, -17.066], [-9.587, 6.396, -27.840], [-13.291, 8.749, -32.058], [-9.461, 8.503, -17.812], [-13.420, 17.047, -26.281], [-8.080, 7.378, -24.641], [-15.983, 10.457, -30.342], [-5.429, 14.794, -23.667], [-13.326, 9.742, -27.048], [-16.209, 12.636, -25.751], [-9.124, 6.472, -23.544], [-13.571, 13.588, -23.150], [-9.617, 4.192, -27.577], [-13.868, 7.437, -18.711], [-17.141, 10.126, -27.917], [-13.668, 5.781, -25.049], [-15.886, 9.507, -26.752], [-12.047, 8.388, -16.552]],
  "lowdin_charge": [1.024, -0.029, 0.021, -0.054, 0.229, -0.100, -0.002, 0.004, 0.278, 0.235, 0.007, 0.056, 0.211, -0.007, 0.104, -0.061, -0.107, 0.132, -0.074, -0.084, -0.055, -0.034, -0.040, -0.677, -0.138, -0.074, -0.135, -0.444, -0.415, 0.014, -0.147, -0.136, -0.033, -0.208, -0.024, -0.031, -0.421, -0.409, -0.322, -0.038, -0.104, -0.006, -0.153, -0.467, -0.486, -0.409, -0.021, -0.327, -0.017, -0.399, -0.057, -0.029, -0.465, -0.012, -0.100, -0.007, -0.111, -0.069, -0.452, -0.151, -0.033, 0.019, -0.010, -0.032, -0.063, -0.018, -0.187, -0.461, -0.134, -0.094, -0.425, -0.187, -0.031, -0.804, 0.135, 0.078, 0.122, 0.071, 0.083, 0.071, 0.088, 0.079, 0.079, 0.082, 0.065, 0.084, 0.123, 0.112, 0.099, 0.039, 0.123, 0.045, 0.083, 0.071, 0.076, 0.060, 0.090, 0.081, 0.060, 0.097, 0.068, 0.087, 0.078, 0.083, 0.011, 0.094, 0.115, 0.095, 0.060, 0.088, 0.118, 0.102, 0.107, 0.031, 0.077, 0.086, 0.103, 0.096, 0.087, 0.102, 0.074, 0.077, 0.087, 0.083, 0.057, 0.101, 0.079, 0.064, 0.063, 0.055, 0.114, 0.111, 0.071, 0.111, 0.095, 0.119, 0.099, 0.120, 0.103, 0.059, 0.081, 0.114, 0.087, 0.115, 0.049, 0.117, 0.073, 0.097, 0.074, 0.086, 0.130, 0.114, 0.062, 0.107, 0.115, 0.104, 0.083, 0.119, 0.113, 0.101, 0.087, 0.061, 0.083, 0.109, 0.099, 0.097, 0.051, 0.068, 0.065],
  "total_energy_ev": -111934.13668
}

=====

For each record above, in turn, the calculated E_LUMO values are 1.274; -6.126 eV.